1.
25 unconnected molecules or ions with the total composition C24H93Br3Cl2O32P2Si in a non-equilibrium geometry, computed with ωB97M-V/def2-TZVPD.

```
157
Properties=species:S:1:pos:R:3
C 7.15 -3.29 -0.09
C 7.53 -1.76 0.26
C 7.17 -0.74 -0.93
O 8.11 -0.49 -1.74
O 5.87 -0.21 -1.03
C 5.85 1.23 -0.74
C 4.83 1.89 -1.77
C 3.87 3.02 -1.14
O 2.51 2.53 -1.23
C 1.84 2.49 0.05
P 2.78 1.21 1.09
C 2.23 1.30 2.93
O 2.40 -0.43 0.61
C 0.22 2.30 -0.05
O -0.09 1.11 0.59
C -1.32 0.63 1.06
C -2.61 1.51 1.15
C -4.03 0.88 1.46
C -4.15 -0.35 2.45
Br -6.04 -0.29 3.18
C -1.72 -0.64 0.10
C -2.53 -0.32 -1.22
O -2.16 -1.29 -2.26
Si -3.53 -2.24 -2.73
C -2.86 -3.53 -4.02
C -4.35 -3.23 -1.32
C -4.74 -1.01 -3.62
C -0.91 -0.19 2.42
Cl -0.31 -1.94 2.36
C -0.93 0.32 3.72
C -0.51 -0.58 5.00
Cl -1.35 2.02 4.11
C -0.34 2.56 -1.56
Br 0.08 4.42 -2.25
C 0.08 1.58 -2.72
C -1.10 1.27 -3.81
Br 0.95 -0.13 -2.28
P -0.35 3.96 0.80
O 0.20 4.13 2.38
O -1.91 4.44 0.42
H 8.06 -3.92 -0.39
H 6.30 -3.40 -0.84
H 6.78 -3.75 0.90
H 6.92 -1.48 1.18
H 8.67 -1.73 0.45
H 5.55 1.36 0.35
H 6.90 1.61 -0.98
H 4.15 1.04 -2.14
H 5.38 2.27 -2.70
H 4.19 3.40 -0.12
H 3.93 3.93 -1.86
H 2.13 3.49 0.55
H 2.10 0.23 3.36
H 1.31 1.94 3.09
H 3.11 1.77 3.48
H 2.89 -1.04 1.22
H -2.53 2.45 1.82
H -2.74 2.02 0.11
H -4.68 1.72 1.91
H -4.59 0.60 0.50
H -4.11 -1.36 1.91
H -3.50 -0.33 3.37
H -0.79 -1.23 -0.23
H -2.37 -1.40 0.67
H -2.53 0.75 -1.59
H -3.64 -0.58 -1.02
H -1.93 -4.03 -3.58
H -3.70 -4.31 -4.12
H -2.62 -3.01 -4.99
H -3.62 -3.59 -0.50
H -5.18 -2.62 -0.82
H -4.84 -4.16 -1.76
H -4.54 0.05 -3.24
H -5.83 -1.30 -3.52
H -4.39 -1.02 -4.72
H -1.32 -1.38 5.12
H -0.46 0.06 5.94
H 0.50 -1.08 4.84
H -1.49 2.59 -1.52
H 0.86 2.14 -3.36
H -2.11 1.66 -3.47
H -1.10 0.16 -4.05
H -0.86 1.80 -4.80
H 0.22 5.05 2.70
H -1.98 5.37 0.14
O 0.61 -1.10 -5.95
H 0.75 -0.90 -5.02
H -0.19 -1.64 -5.96
O 8.28 2.90 -1.90
H 9.24 2.92 -1.83
H 8.12 2.40 -2.71
O 10.97 -2.62 0.32
H 11.14 -2.62 -0.63
H 11.71 -2.13 0.69
O 8.12 -5.88 -1.29
H 7.38 -6.39 -1.66
H 8.47 -5.40 -2.05
O -2.47 4.55 -4.75
H -3.04 5.01 -4.12
H -1.57 4.82 -4.50
O 0.71 2.28 -5.91
H 1.67 2.29 -5.82
H 0.55 1.78 -6.72
O -5.03 3.09 -5.94
H -4.84 3.08 -6.89
H -4.30 3.60 -5.56
O -3.89 1.02 6.64
H -4.62 0.53 6.25
H -3.50 1.49 5.88
O -1.26 5.10 6.28
H -1.34 4.60 7.10
H -1.09 4.42 5.61
O 5.38 3.33 1.73
H 5.38 3.60 2.65
H 6.32 3.32 1.49
O -8.66 1.44 1.87
H -7.86 0.90 1.92
H -9.29 0.86 1.42
O -8.88 -0.91 0.19
H -7.92 -0.92 0.29
H -9.02 -1.41 -0.63
O -6.68 3.53 2.62
H -7.34 3.02 2.13
H -7.19 4.23 3.04
O -3.56 -3.48 1.52
H -2.62 -3.29 1.64
H -3.72 -4.21 2.14
O 7.55 4.64 -4.09
H 7.77 4.06 -3.35
H 6.62 4.46 -4.27
O -9.81 3.87 3.53
H -9.88 3.37 4.35
H -9.65 3.20 2.86
O 7.75 -8.61 -2.06
H 8.69 -8.39 -1.97
H 7.62 -9.33 -1.44
O -3.31 -5.47 4.21
H -2.37 -5.28 4.33
H -3.48 -6.19 4.83
O -2.62 0.59 -6.44
H -2.85 0.41 -7.36
H -3.27 1.25 -6.16
O -0.72 5.67 9.04
H -0.68 6.13 9.89
H -1.48 6.07 8.60
O -0.95 -6.75 5.30
H 0.01 -6.71 5.22
H -1.11 -7.62 5.70
O -11.92 3.04 1.30
H -11.62 3.74 1.90
H -11.12 2.59 1.03
O 7.71 -10.25 0.47
H 7.86 -10.06 1.41
H 6.91 -10.79 0.47
O 5.35 -6.06 -2.41
H 4.93 -6.39 -3.21
H 4.79 -5.32 -2.14
```

Summary:
E_HOMO = -7.0936 eV
ΔE to the lowest compared entry with this formula, charge and spin = 142.49 kcal/mol
2S+1 = 1

---

2.
39 unconnected molecules or ions with the total composition C25H100NO40PS in a non-equilibrium geometry, computed with ωB97M-V/def2-TZVPD.

```
168
Properties=species:S:1:pos:R:3
C -3.42 5.72 0.00
C -3.80 4.54 -0.08
C -4.14 3.01 -0.48
C -2.87 2.37 -1.21
C -2.24 1.13 -0.39
C -2.26 -0.13 -1.35
C -3.51 -0.95 -1.53
C -4.93 -0.70 -0.87
C -4.94 -0.64 0.72
C -5.52 -1.74 1.49
C -3.41 -2.18 -2.53
C -2.17 -2.55 -3.28
C -0.93 -1.70 -3.10
C -0.96 -0.50 -2.12
C 0.41 0.31 -2.02
O 0.55 1.54 -1.96
C 1.72 -0.60 -2.04
C 2.93 -0.36 -1.16
N 2.88 0.76 -0.21
C 2.40 0.33 0.94
C 2.40 1.34 2.18
C 1.86 -1.15 1.23
C 4.14 -1.29 -1.28
C 4.16 -2.47 -2.26
P 5.71 -3.54 -2.24
S 6.73 -3.38 -3.89
C 2.95 -2.71 -3.14
C 1.74 -1.79 -3.02
C 0.42 -1.99 -3.89
O 0.46 -2.32 -5.09
H -2.88 6.69 0.22
H -4.33 2.41 0.46
H -5.04 3.00 -1.16
H -2.10 3.19 -1.40
H -3.22 1.98 -2.23
H -2.75 0.96 0.61
H -1.15 1.37 -0.14
H -5.59 -1.59 -1.15
H -5.44 0.20 -1.35
H -4.56 0.23 1.35
H -4.92 -2.64 1.83
H -6.63 -1.62 1.80
H -4.35 -2.83 -2.71
H -2.16 -3.43 -3.99
H 3.40 1.31 2.71
H 2.24 2.39 1.77
H 1.59 1.04 2.91
H 1.02 -1.44 0.51
H 2.73 -1.88 1.15
H 1.45 -1.23 2.28
H 5.04 -1.07 -0.62
H 6.54 -3.24 -1.10
H 5.25 -4.89 -2.03
H 2.97 -3.58 -3.88
O -0.84 2.04 2.34
H -1.13 2.76 2.92
H -0.01 2.36 1.98
O 6.83 0.15 -0.01
H 6.43 0.92 -0.43
H 7.38 0.53 0.69
O -7.18 4.41 -0.62
H -7.56 4.73 -1.45
H -6.27 4.73 -0.64
O 3.98 3.80 3.08
H 4.15 3.68 2.13
H 4.51 3.09 3.49
O 5.01 2.00 -2.67
H 4.46 1.41 -2.15
H 4.80 1.78 -3.59
O 3.07 1.76 5.44
H 2.68 2.51 4.97
H 3.62 2.17 6.12
O 3.31 -5.05 -6.15
H 2.66 -5.73 -6.36
H 2.92 -4.24 -6.50
O -5.17 -4.53 -1.98
H -5.66 -5.01 -1.30
H -4.41 -5.10 -2.16
O 0.69 3.85 3.51
H 0.31 4.12 2.67
H 1.61 4.16 3.46
O -9.64 3.94 -1.62
H -10.53 3.58 -1.76
H -9.38 3.60 -0.75
O 6.61 -6.61 -3.86
H 6.60 -5.72 -4.23
H 6.23 -7.16 -4.55
O 3.92 2.37 8.46
H 3.61 2.61 9.34
H 4.10 1.42 8.53
O -8.38 -1.99 1.03
H -8.90 -2.61 1.57
H -8.61 -2.22 0.12
O -0.92 1.31 -5.18
H -0.10 1.64 -4.79
H -0.67 0.43 -5.52
O 5.76 3.99 1.04
H 5.37 4.26 0.20
H 6.67 4.29 0.98
O -9.75 -1.62 -1.57
H -9.79 -0.72 -1.94
H -10.12 -2.17 -2.27
O -10.19 -3.93 2.34
H -10.27 -4.08 3.29
H -11.04 -4.20 1.98
O 6.91 1.36 8.42
H 6.53 2.10 7.93
H 7.47 1.78 9.08
O 0.45 -3.26 3.03
H 0.16 -3.04 3.92
H 0.63 -4.21 3.06
O -0.53 -1.66 5.24
H -0.92 -0.90 4.78
H 0.05 -1.26 5.90
O 0.42 3.27 -7.49
H -0.08 2.80 -6.82
H 1.18 2.70 -7.67
O 0.86 -5.98 3.83
H 0.37 -6.41 4.54
H 1.60 -6.57 3.65
O 7.39 5.55 3.24
H 6.49 5.20 3.14
H 7.65 5.28 4.13
O -3.51 0.39 -4.31
H -2.66 0.67 -4.70
H -4.00 0.04 -5.06
O -10.70 0.96 -2.45
H -10.29 1.76 -2.82
H -11.51 1.29 -2.03
O 3.65 5.26 6.01
H 3.10 4.71 6.57
H 3.42 4.99 5.11
O 2.56 -1.14 6.60
H 2.86 -0.27 6.30
H 3.37 -1.58 6.90
O 3.26 1.94 -7.07
H 4.16 1.87 -7.41
H 3.29 1.45 -6.24
O 7.79 3.70 -2.77
H 7.44 4.22 -3.50
H 7.06 3.14 -2.51
O -4.67 2.81 -6.10
H -4.47 2.75 -7.04
H -4.15 2.11 -5.70
O 5.35 1.12 3.45
H 4.85 0.70 4.16
H 6.10 0.53 3.30
O 3.93 4.99 -3.17
H 3.38 4.40 -2.65
H 3.72 4.76 -4.09
O -0.97 4.21 -3.57
H -0.79 4.17 -4.52
H -0.45 3.49 -3.19
O -11.05 -5.62 0.25
H -10.23 -5.34 -0.16
H -11.57 -5.98 -0.48
O -1.88 -5.67 -2.13
H -1.61 -4.77 -2.37
H -1.06 -6.10 -1.86
O 1.80 -7.50 1.49
H 1.80 -6.63 1.07
H 1.41 -8.08 0.82
O 3.60 -0.61 9.34
H 2.71 -0.98 9.23
H 3.84 -0.87 10.24
O 6.19 -3.18 1.35
H 6.48 -2.28 1.10
H 7.01 -3.62 1.61
```

Summary:
E_HOMO = -6.5046 eV
2S+1 = 1

---

3.
A molecular structure, C25H12F15GeMgN3OSSe3Te, computed with ωB97M-V/def2-TZVPD.

```
63
Properties=species:S:1:pos:R:3
Mg 3.68 -0.88 0.65
Se 6.35 -0.46 0.83
Se 6.87 -2.08 2.42
Te 5.11 -1.71 4.31
Se 3.32 -0.38 3.18
C 2.45 0.68 -2.84
N 2.37 1.83 -1.97
C 1.44 2.87 -2.38
C 0.92 3.62 -1.17
C 2.10 4.06 -0.33
N 2.87 2.89 0.06
C 3.65 2.97 1.28
C 2.97 1.81 -0.75
O 3.61 0.81 -0.38
H 1.48 0.20 -2.91
H 3.16 -0.04 -2.45
H 2.78 0.99 -3.84
H 0.62 2.38 -2.90
H 1.92 3.56 -3.09
H 0.30 2.95 -0.58
H 0.32 4.48 -1.48
H 1.77 4.55 0.59
H 2.72 4.78 -0.87
H 3.00 3.29 2.10
H 4.47 3.69 1.17
H 4.07 2.00 1.54
N 3.08 -3.73 -0.92
C 3.29 -2.75 -0.34
F -0.95 -0.23 3.33
C -1.25 -1.52 3.19
C -1.47 -2.06 1.93
C -1.80 -3.40 1.89
F -2.03 -4.03 0.73
C -1.92 -4.17 3.03
F -2.26 -5.46 2.95
C -1.70 -3.60 4.27
F -1.83 -4.32 5.37
C -1.37 -2.26 4.35
F -1.18 -1.70 5.55
Ge -1.09 -0.90 0.36
S 0.79 0.01 0.41
C -1.64 -1.93 -1.26
C -0.77 -2.30 -2.28
F 0.53 -2.09 -2.20
C -1.23 -2.91 -3.44
F -0.38 -3.24 -4.41
C -2.57 -3.17 -3.59
F -3.02 -3.76 -4.71
C -3.46 -2.84 -2.59
F -4.76 -3.10 -2.74
C -2.97 -2.23 -1.45
F -3.87 -1.94 -0.49
C -2.51 0.53 0.32
C -2.50 1.40 -0.75
F -1.70 1.18 -1.80
C -3.29 2.54 -0.81
F -3.24 3.36 -1.86
C -4.14 2.82 0.23
F -4.92 3.90 0.19
C -4.21 1.96 1.31
F -5.05 2.22 2.32
C -3.40 0.83 1.33
F -3.55 0.03 2.39
```

Summary:
E_HOMO = -0.9430 eV
ΔE to the lowest compared entry with this formula, charge and spin = 0.00 kcal/mol
2S+1 = 1
Charge = -2